Record 1
Entry from the Open Molecules 2025 dataset: a structure of composition C31H22BrF4MnN5O3PS (ωB97M-V/def2-TZVPD).

Output
- HOMO-LUMO gap (spin up / spin down): 7.293 / 7.643 eV
- Multiplicity: 5
- E: -6558.1496 Eh
- Expectation value of S²: 6.07

Geometry (Å):
Mn -1.68 -0.35 -0.44
N -2.89 -1.08 3.68
C -2.54 -0.63 2.45
S -2.17 -1.85 1.25
N -2.48 0.65 2.27
N -2.06 1.01 0.99
C -1.91 2.28 0.85
C -1.52 2.97 -0.35
C -1.34 4.36 -0.28
C -1.01 5.09 -1.40
C -0.88 4.42 -2.62
C -1.07 3.06 -2.72
C -1.37 2.30 -1.58
O -1.51 0.99 -1.68
H -3.12 -2.06 3.78
H -3.32 -0.43 4.31
H -2.11 2.87 1.74
H -1.45 4.85 0.68
H -0.87 6.16 -1.34
H -0.64 4.98 -3.52
H -0.97 2.53 -3.66
F 6.40 -0.43 -2.21
C 5.22 -0.33 -1.61
C 5.14 -0.41 -0.23
F 6.25 -0.56 0.49
C 3.90 -0.32 0.38
F 3.91 -0.36 1.72
C 2.72 -0.17 -0.33
P 1.08 -0.20 0.54
C 1.23 1.34 1.52
C 1.91 2.43 0.96
C 1.91 3.67 1.59
C 1.22 3.84 2.79
C 0.52 2.77 3.34
C 0.51 1.54 2.70
C 1.34 -1.62 1.69
C 1.14 -2.87 1.11
C 1.29 -4.02 1.87
C 1.62 -3.94 3.21
C 1.82 -2.69 3.79
C 1.69 -1.54 3.03
C 2.84 -0.05 -1.72
Br 1.37 0.37 -2.81
C 4.07 -0.14 -2.35
F 4.19 -0.04 -3.67
H 2.43 2.32 0.02
H 2.44 4.49 1.15
H 1.23 4.80 3.29
H -0.04 2.90 4.26
H -0.08 0.74 3.12
H 0.86 -2.94 0.06
H 1.13 -4.99 1.41
H 1.72 -4.83 3.81
H 2.09 -2.61 4.84
H 1.90 -0.58 3.49
C -4.85 -2.50 -3.55
N -3.44 -2.58 -3.19
C -2.57 -3.44 -3.82
C -1.28 -3.52 -3.48
C -0.74 -2.67 -2.43
O 0.43 -2.70 -2.08
N -1.67 -1.83 -1.82
C -2.97 -1.77 -2.18
O -3.73 -0.99 -1.58
H -4.98 -2.92 -4.55
H -5.17 -1.46 -3.55
H -5.47 -3.05 -2.85
H -3.01 -4.06 -4.59
H -0.60 -4.21 -3.98

=====

Record 2
Entry from the Open Molecules 2025 dataset: a structure of composition C17H19N4O3S3Zn (ωB97M-V/def2-TZVPD).

Output
- Net charge: -1
- HOMO-LUMO gap: 6.844 eV
- E: -4078.0061 Eh

Geometry (Å):
Zn -0.51 0.61 0.18
C 1.84 2.49 3.47
C 0.87 1.76 2.60
N 0.80 1.88 1.33
N 1.63 2.76 0.71
C 1.09 3.30 -0.36
N 1.94 4.14 -1.07
S -0.52 3.14 -0.93
C -0.13 0.84 3.22
C 0.00 0.39 4.53
C -0.97 -0.48 5.02
C -2.02 -0.85 4.20
C -2.07 -0.33 2.91
N -1.16 0.50 2.45
H 2.45 3.15 2.85
H 2.49 1.78 3.99
H 1.31 3.08 4.22
H 2.75 4.43 -0.54
H 1.46 4.89 -1.53
H 0.84 0.67 5.14
H -0.89 -0.86 6.03
H -2.78 -1.54 4.54
H -2.85 -0.61 2.21
O -0.76 -3.10 1.54
C -0.51 -2.25 0.69
O 0.20 -1.20 0.86
C -1.02 -2.50 -0.73
C -0.59 -3.68 -1.35
C -1.00 -4.02 -2.63
C -1.88 -3.18 -3.30
C -2.32 -2.01 -2.69
C -1.89 -1.64 -1.41
S -2.49 -0.12 -0.74
H 0.06 -4.33 -0.79
H -0.64 -4.93 -3.09
H -2.23 -3.43 -4.29
H -3.01 -1.35 -3.21
C 0.99 -1.06 -3.61
S 0.43 0.44 -2.82
C 1.56 1.58 -3.62
O 0.96 0.31 -1.42
H 2.06 -1.16 -3.45
H 0.75 -1.02 -4.68
H 0.45 -1.89 -3.15
H 1.31 1.64 -4.68
H 2.59 1.23 -3.48
H 1.41 2.54 -3.13

=====

Record 3
Entry from the Open Molecules 2025 dataset: a cluster of 2 separate species, C5H14Si in total in a non-equilibrium geometry (ωB97M-V/def2-TZVPD).

Output
- HOMO-LUMO gap: 10.893 eV
- E: -488.2846 Eh

Geometry (Å):
C 0.29 -1.92 0.30
C 0.40 -0.75 -1.65
C 1.60 0.28 0.26
C -1.07 2.20 1.18
C 0.34 -0.47 -0.15
Si -1.25 0.38 0.53
H 1.07 -2.42 -0.37
H 0.59 -2.01 1.29
H -0.71 -2.27 0.20
H 1.13 -1.44 -1.90
H 0.57 0.10 -2.30
H -0.41 -1.24 -1.99
H 2.52 -0.11 0.06
H 1.68 1.35 0.01
H 1.56 0.29 1.29
H -0.95 3.04 0.35
H -1.69 2.68 1.90
H 0.05 2.18 1.53
H -2.85 0.34 -0.56
H -1.50 -0.54 1.84

=====

Record 4
Entry from the Open Molecules 2025 dataset: a structure of composition C57H50AsClCoNO2P2 in a non-equilibrium geometry (ωB97M-V/def2-TZVPD).

Output
- Net charge: -1
- HOMO-LUMO gap (spin up / spin down): 6.505 / 7.061 eV
- Multiplicity: 4
- E: -7168.6610 Eh
- Expectation value of S²: 3.77

Geometry (Å):
Co -21.71 -0.61 2.71
C -19.38 0.60 4.36
P -20.62 -0.71 4.84
C -19.51 -2.01 5.28
C -18.47 -2.40 4.36
C -17.61 -3.47 4.60
C -17.67 -4.12 5.82
C -18.65 -3.76 6.74
C -19.57 -2.73 6.50
C -21.24 -0.13 6.48
C -22.48 -0.66 6.85
C -22.95 -0.54 8.13
C -22.23 0.27 8.98
C -21.07 0.97 8.62
C -20.53 0.67 7.34
C -19.17 0.70 2.88
C -18.04 1.09 2.22
C -18.37 1.07 0.82
C -19.65 0.57 0.72
C -20.49 0.42 -0.52
P -21.10 -1.28 -1.05
C -21.76 -0.81 -2.73
C -22.75 0.17 -2.79
C -23.36 0.40 -3.98
C -22.97 -0.24 -5.12
C -21.88 -1.12 -5.11
C -21.34 -1.42 -3.91
C -19.53 -2.15 -1.37
C -18.57 -1.65 -2.25
C -17.36 -2.41 -2.36
C -17.34 -3.73 -1.76
C -18.37 -4.20 -0.95
C -19.42 -3.36 -0.72
N -20.06 0.18 2.00
H -18.45 0.53 4.82
H -19.80 1.61 4.57
H -18.24 -1.83 3.45
H -16.89 -3.68 3.81
H -17.10 -4.99 6.11
H -18.74 -4.25 7.70
H -20.26 -2.47 7.21
H -23.10 -1.17 6.11
H -23.87 -1.00 8.50
H -22.58 0.35 10.00
H -20.58 1.68 9.30
H -19.56 1.06 6.99
H -17.16 1.51 2.69
H -17.90 1.41 -0.09
H -19.85 0.83 -1.39
H -21.37 1.04 -0.47
H -23.10 0.80 -2.00
H -24.04 1.22 -3.97
H -23.44 -0.06 -6.09
H -21.61 -1.58 -6.07
H -20.53 -2.20 -3.79
H -18.67 -0.70 -2.67
H -16.52 -2.14 -3.00
H -16.53 -4.41 -1.83
H -18.30 -5.28 -0.61
H -20.19 -3.64 0.06
Cl -25.45 0.59 4.92
C -24.04 1.63 4.87
C -23.83 2.51 6.01
C -22.84 3.45 6.08
C -22.03 3.58 4.93
C -22.25 2.74 3.85
C -23.31 1.77 3.71
C -23.32 0.88 2.63
H -24.33 2.45 6.94
H -22.65 4.11 6.90
H -21.33 4.35 4.88
H -21.48 2.72 3.09
H -24.31 0.55 2.35
H -22.70 1.37 1.79
C -22.69 -4.62 3.53
O -22.86 -3.24 3.42
C -21.99 -2.55 2.55
O -21.08 -3.22 2.05
H -23.03 -5.17 2.71
H -23.34 -4.94 4.39
H -21.65 -4.80 3.65
C -27.41 -3.53 -4.78
C -26.17 -3.06 -5.11
C -25.09 -3.34 -4.29
C -25.19 -4.03 -3.11
C -26.46 -4.50 -2.73
C -27.57 -4.16 -3.54
As -23.49 -4.30 -2.12
C -23.40 -6.33 -2.18
C -22.09 -6.79 -2.11
C -21.85 -8.12 -2.04
C -22.88 -8.97 -2.13
C -24.16 -8.59 -2.34
C -24.48 -7.22 -2.33
C -24.39 -4.19 -0.37
C -25.37 -5.01 0.17
C -26.17 -4.62 1.28
C -26.00 -3.35 1.85
C -25.08 -2.51 1.33
C -24.31 -2.91 0.27
H -28.29 -3.33 -5.36
H -26.10 -2.54 -6.02
H -24.15 -2.88 -4.56
H -26.69 -4.94 -1.76
H -28.56 -4.41 -3.24
H -21.28 -6.06 -2.12
H -20.89 -8.58 -2.05
H -22.80 -10.11 -2.08
H -24.87 -9.45 -2.36
H -25.52 -6.93 -2.39
H -25.45 -6.03 -0.20
H -26.86 -5.34 1.66
H -26.58 -3.13 2.74
H -25.00 -1.48 1.64
H -23.59 -2.22 -0.14

=====

Record 5
Entry from the Open Molecules 2025 dataset: a structure of composition C3H8N2O in a non-equilibrium geometry (ωB97M-V/def2-TZVPD).

Output
- HOMO-LUMO gap: 8.722 eV
- E: -303.7375 Eh

Geometry (Å):
C -1.55 0.62 -0.37
C -0.33 1.10 0.41
O -0.44 2.10 1.16
H 0.34 -0.29 1.04
H -1.37 -0.36 -0.80
H -2.39 0.57 0.32
H -1.79 1.33 -1.16
N 0.86 1.05 -0.37
C 1.04 -2.19 0.23
N 1.21 -1.26 1.07
H 1.67 1.42 0.12
H 0.81 1.15 -1.38
H 0.47 -2.06 -0.70
H 1.47 -3.18 0.42

=====

Record 6
Entry from the Open Molecules 2025 dataset: a cluster of 18 separate species, C2H39O18 in total in a non-equilibrium geometry (ωB97M-V/def2-TZVPD).

Output
- Net charge: -1
- HOMO-LUMO gap: 9.244 eV
- E: -1453.9755 Eh

Geometry (Å):
C -2.05 -0.61 0.31
O -0.92 0.13 0.00
C -3.33 0.34 0.21
H -1.95 -1.05 1.31
H -2.28 -1.36 -0.46
H -4.06 -0.26 -0.34
H -3.04 1.28 -0.22
H -3.65 0.50 1.25
H 2.98 0.30 -2.26
H 2.88 1.73 -2.62
O 3.13 0.86 -3.02
H 0.95 1.85 3.23
H 1.84 0.70 3.33
O 1.89 1.67 3.34
H 0.39 -0.67 -0.29
H 1.72 -1.44 -0.11
O 1.11 -1.25 -0.84
H 0.08 0.74 -1.38
H 0.83 0.47 -2.68
O 0.18 1.07 -2.30
H 0.70 -2.90 2.00
H -0.47 -3.29 1.04
O -0.21 -2.72 1.77
H -1.94 -2.38 -2.94
H -2.28 -0.87 -2.79
O -2.59 -1.70 -3.17
H -1.43 1.18 2.98
H -2.45 0.16 2.86
O -2.08 0.71 3.56
H 1.60 -0.57 1.59
H 2.98 -0.30 1.81
O 2.38 -1.06 1.89
H 2.15 -2.16 -2.42
H 3.15 -2.31 -1.58
O 2.73 -2.92 -2.22
H -0.76 2.76 1.81
H -0.71 1.22 0.88
O -0.39 1.88 1.73
H 1.71 2.84 -1.17
H 0.75 2.95 -2.25
O 1.70 3.04 -2.13
H -0.37 -0.46 4.09
H 0.40 -1.50 3.44
O 0.55 -0.79 4.08
H -0.87 3.34 -0.29
H -2.43 3.66 -0.48
O -1.58 3.98 -0.18
H 1.66 -3.41 0.71
H 2.06 -3.78 -0.77
O 1.48 -4.00 -0.01
H -2.30 3.22 -2.54
H -2.28 1.54 -2.26
O -2.69 2.40 -2.24
H 0.07 -2.31 -1.81
H -0.40 -3.76 -1.66
O -0.33 -3.05 -2.30
H 1.15 1.92 0.71
H 2.54 2.32 1.30
O 2.08 2.12 0.49

=====

Record 7
Entry from the Open Molecules 2025 dataset: a structure of composition C10H28N6Ru in a non-equilibrium geometry (ωB97M-V/def2-TZVPD).

Output
- Net charge: +4
- HOMO-LUMO gap (spin up / spin down): 8.712 / 8.343 eV
- Multiplicity: 5
- E: -819.4829 Eh
- Expectation value of S²: 6.02

Geometry (Å):
Ru -2.44 -12.60 0.65
N -3.16 -14.02 1.98
C -2.35 -15.28 1.99
C -1.43 -15.40 0.81
N -0.80 -14.09 0.51
C 0.27 -13.62 1.50
C -0.27 -12.92 2.72
N -1.41 -11.85 2.39
H -3.27 -13.64 2.92
H -4.11 -14.25 1.74
H -3.02 -16.09 1.95
H -1.83 -15.35 2.90
H -1.98 -15.75 -0.09
H -0.71 -16.20 1.04
H -0.39 -14.21 -0.38
H 0.94 -12.99 0.99
H 0.88 -14.49 1.78
H 0.51 -12.36 3.25
H -0.68 -13.62 3.41
H -1.15 -10.86 2.36
H -2.01 -11.83 3.27
C -1.66 -10.97 -2.36
C -1.45 -12.25 -3.13
N -2.57 -12.96 -3.62
C -3.92 -12.78 -3.34
C -4.44 -13.28 -1.89
N -4.24 -12.37 -0.63
C -4.41 -10.90 -0.91
C -3.16 -10.13 -0.51
N -1.96 -10.95 -0.82
H -2.39 -10.34 -2.79
H -0.70 -10.44 -2.53
H -0.92 -12.99 -2.47
H -0.75 -12.11 -3.98
H -2.33 -13.63 -4.44
H -4.51 -13.39 -4.05
H -4.13 -11.67 -3.49
H -4.01 -14.28 -1.62
H -5.51 -13.37 -1.94
H -5.04 -12.71 -0.05
H -5.27 -10.45 -0.35
H -4.68 -10.67 -1.94
H -3.20 -10.05 0.54
H -3.16 -9.14 -1.01
H -1.26 -10.41 -0.41

=====

Record 8
Entry from the Open Molecules 2025 dataset: an isolated molecule of C5H4N2 in a non-equilibrium geometry (ωB97M-V/def2-TZVPD).

Output
- HOMO-LUMO gap: 9.807 eV
- Structure (SMILES): C#Cc1cn[nH]c1
- E: -302.3392 Eh

Geometry (Å):
C -2.02 1.93 -0.38
C -1.06 1.29 -0.04
C -0.12 0.26 0.18
C 1.25 0.27 0.09
N 1.63 -1.02 0.16
N 0.60 -1.88 0.28
C -0.47 -1.11 0.30
H -2.82 1.83 -1.06
H 1.94 1.10 -0.05
H 2.56 -1.38 0.14
H -1.47 -1.53 0.35

=====

Record 9
Entry from the Open Molecules 2025 dataset: a cluster of 4 separate species, C4H17N2O3 in total in a non-equilibrium geometry (ωB97M-V/def2-TZVPD).

Output
- Net charge: +1
- HOMO-LUMO gap: 11.433 eV
- E: -497.6084 Eh

Geometry (Å):
C 0.43 2.83 0.78
C -0.80 2.36 -0.03
C -0.57 0.98 -0.65
N 1.24 -0.95 -1.96
C 1.08 0.29 -2.36
N 0.18 1.10 -1.89
H 0.88 1.95 1.23
H 1.12 3.39 0.15
H 0.19 3.40 1.64
H -0.96 3.09 -0.83
H -1.69 2.36 0.60
H -1.53 0.55 -0.86
H -0.14 0.28 0.06
H 1.96 -1.52 -2.37
H 0.86 -1.25 -1.06
H 1.61 0.59 -3.26
H 0.12 1.99 -2.37
H -0.24 -3.67 -0.15
H 1.25 -3.62 -0.05
O 0.48 -3.04 0.00
H -0.96 -1.19 1.83
H -0.98 -0.01 2.89
O -0.98 -0.25 1.96
H -0.11 -3.28 1.97
H -1.57 -2.89 2.23
O -0.88 -3.50 2.51

=====

Record 10
Entry from the Open Molecules 2025 dataset: a structure of composition C6H16O10V in a non-equilibrium geometry (ωB97M-V/def2-TZVPD).

Output
- HOMO-LUMO gap (spin up / spin down): 8.289 / 5.873 eV
- Multiplicity: 4
- E: -1934.4929 Eh
- Expectation value of S²: 3.77

Geometry (Å):
V -3.24 6.95 11.90
O -3.63 5.52 10.44
H -3.01 5.10 9.81
O -4.67 8.33 11.57
H -5.37 8.98 11.37
O -1.59 6.29 12.80
H -0.87 5.80 13.24
O -4.69 5.61 12.76
H -5.27 5.94 13.48
C -0.89 10.28 8.89
O -1.10 9.01 8.49
C -1.70 8.07 9.24
O -2.31 8.14 10.31
O -1.76 6.87 8.60
C -0.96 6.50 7.45
H -0.43 10.75 8.02
H -0.18 10.36 9.71
H -1.83 10.77 9.16
H -1.11 7.24 6.67
H -1.08 5.53 6.95
H 0.10 6.47 7.68
C -3.90 11.12 15.66
O -3.75 10.14 14.59
C -3.45 8.87 14.84
O -3.30 8.08 13.92
O -3.09 8.64 16.12
C -2.66 7.36 16.62
H -4.59 11.93 15.43
H -3.00 11.66 15.94
H -4.42 10.64 16.49
H -3.52 6.69 16.54
H -2.57 7.60 17.68
H -1.75 6.96 16.18

=====

Record 11
Entry from the Open Molecules 2025 dataset: an isolated molecule of C4H6OS in a non-equilibrium geometry (ωB97M-V/def2-TZVPD).

Output
- HOMO-LUMO gap: 9.795 eV
- Structure (SMILES): C1C[C@H]2S[C@H]2O1
- E: -629.3734 Eh

Geometry (Å):
C -0.86 0.73 0.09
C -0.73 -0.70 0.85
C 0.50 0.77 -0.50
C 0.97 -0.73 -0.66
O -0.01 -1.49 -0.10
S 2.00 0.33 0.40
H -1.65 0.93 -0.64
H -0.79 1.60 0.84
H 0.09 -0.46 1.54
H -1.72 -1.21 1.01
H 0.73 1.44 -1.32
H 1.46 -1.21 -1.51

=====

Record 12
Entry from the Open Molecules 2025 dataset: a cluster of 2 separate species, C10H26N3O2P in total in a non-equilibrium geometry (ωB97M-V/def2-TZVPD).

Output
- HOMO-LUMO gap: 4.584 eV
- E: -1052.4003 Eh

Geometry (Å):
C -3.10 3.02 2.06
C -1.87 2.09 2.64
O -1.62 2.08 3.97
N -1.00 1.17 1.75
C -1.76 -0.18 1.83
N -1.11 1.53 0.42
P 0.14 2.69 -0.08
C -0.54 4.46 -0.30
C 1.70 2.63 1.02
H -3.68 2.51 1.16
H -3.90 3.24 2.92
H -2.66 4.07 1.73
H -2.74 -0.02 2.48
H -2.16 -0.43 0.73
H -1.09 -1.06 2.21
H -0.13 5.26 0.45
H -0.24 4.82 -1.40
H -1.73 4.50 -0.29
H 2.62 2.31 0.33
H 1.61 1.89 1.95
H 2.02 3.68 1.48
C 0.24 -1.05 -1.63
N 1.34 -1.95 -1.06
C 1.92 -1.26 0.17
C 2.44 -2.12 -2.09
C 0.77 -3.32 -0.61
C 0.16 -4.18 -1.73
O -0.92 -3.51 -2.36
H 0.63 -0.03 -1.68
H -0.01 -1.38 -2.64
H -0.62 -1.09 -0.96
H 2.34 -0.29 -0.13
H 2.71 -1.90 0.59
H 1.12 -1.12 0.90
H 2.01 -2.55 -3.00
H 3.21 -2.78 -1.67
H 2.86 -1.14 -2.31
H 0.00 -3.09 0.14
H 1.59 -3.86 -0.12
H -0.21 -5.11 -1.31
H 0.91 -4.43 -2.49
H -1.27 -4.11 -3.06